# 1
{"formula": "C23H22F5N5O2PtSe", "method": "the ωB97M-V functional and the def2-TZVPD basis", "de_lowest_ev": 0.417, "homo_ev": -0.45, "total_charge": -2, "multiplicity": 1, "orbital_gap_ev": 4.742, "mol_weight_g_mol": 769.49, "symbols": ["Pt", "C", "C", "C", "C", "C", "H", "H", "H", "H", "H", "H", "H", "H", "H", "H", "F", "C", "C", "F", "C", "F", "C", "Se", "C", "F", "C", "F", "O", "C", "O", "H", "C", "C", "N", "C", "C", "N", "C", "N", "N", "N", "C", "C", "C", "C", "C", "C", "H", "H", "H", "H", "H", "H", "H", "H", "H", "H", "H"], "positions_angstrom": [[-0.1029, 0.7026, 0.5343], [2.3462, -1.0016, 2.4907], [2.8156, -0.0777, 1.3607], [4.0582, -0.6997, 0.7048], [3.2077, 1.2916, 1.9408], [1.6997, 0.1551, 0.3514], [3.0731, -1.0299, 3.3118], [2.2027, -2.0147, 2.1073], [1.3924, -0.6473, 2.8747], [4.8421, -0.8761, 1.4505], [4.4646, -0.0363, -0.0637], [3.8077, -1.6574, 0.2410], [4.0783, 1.2014, 2.6020], [2.3717, 1.7025, 2.5028], [3.4516, 1.9847, 1.1323], [2.0991, 0.0239, -0.6689], [-2.1173, -1.0238, 7.5956], [-2.2713, -0.5703, 6.2949], [-3.1412, 0.6533, 6.0823], [-3.9291, 0.5509, 4.8957], [-1.6702, 0.7088, 5.7680], [-0.8782, 1.5120, 6.5540], [-1.1368, 0.4052, 4.4074], [-0.4262, 1.6230, 3.2853], [-1.4457, -0.9648, 4.1559], [-1.2161, -1.5869, 3.0046], [-2.0285, -1.5401, 5.2278], [-2.4641, -2.7886, 5.2846], [-2.2659, 3.0495, -1.5707], [-1.8906, 3.3628, -0.4286], [-1.0912, 2.7977, 0.3606], [-2.3377, 4.3047, -0.0013], [-1.9435, -0.1644, -2.1333], [-2.7093, 0.0050, -0.8765], [-2.2122, 0.1549, 0.3347], [-3.2699, 0.2709, 1.2053], [-4.4307, 0.2136, 0.5089], [-4.0714, 0.0373, -0.8188], [-4.9805, -0.0258, -1.9189], [-4.9946, 1.1726, -2.7232], [-4.9286, 1.0659, -4.0705], [-5.0447, 2.2257, -4.5947], [-5.1836, 3.1485, -3.5934], [-5.3502, 4.5342, -3.6363], [-5.4892, 5.1874, -2.4321], [-5.4672, 4.5003, -1.2081], [-5.3002, 3.1329, -1.1460], [-5.1572, 2.4742, -2.3632], [-0.9070, -0.3675, -1.8607], [-1.9661, 0.7773, -2.6822], [-2.3547, -0.9682, -2.7553], [-3.1265, 0.4132, 2.2638], [-5.4610, 0.2526, 0.8212], [-5.9730, -0.2134, -1.5033], [-4.7187, -0.8313, -2.6038], [-5.3537, 5.0611, -4.5810], [-5.6097, 6.2640, -2.4234], [-5.5700, 5.0583, -0.2868], [-5.2427, 2.6173, -0.1981]], "forces_ev_per_a": [[1.367, -0.423, -0.950], [0.018, 0.124, -0.038], [0.157, -0.052, 0.122], [-0.036, 0.041, 0.089], [-0.012, -0.148, -0.050], [-1.106, 0.225, -0.062], [0.048, -0.029, -0.037], [-0.044, -0.015, 0.039], [-0.044, -0.012, 0.020], [0.022, -0.029, -0.018], [-0.020, -0.017, -0.033], [0.003, 0.007, -0.035], [-0.008, -0.022, 0.013], [-0.012, 0.073, 0.001], [-0.008, 0.045, 0.028], [0.104, 0.055, 0.046], [0.105, -0.286, -0.024], [-0.326, 0.895, 0.322], [0.380, -0.361, -0.348], [-0.139, 0.024, 0.028], [-0.356, -0.405, 0.381], [0.080, 0.107, -0.044], [0.366, 1.572, -0.338], [-0.558, -0.758, 1.003], [0.073, -0.791, 0.220], [-0.072, -0.075, -0.260], [0.331, 0.566, -0.296], [-0.155, -0.348, -0.021], [0.051, -0.264, 0.012], [-0.064, 0.082, 0.162], [-0.189, -0.039, 0.085], [0.102, -0.049, -0.080], [-0.072, 0.079, -0.041], [0.091, 0.022, 0.302], [0.044, 0.074, -0.309], [-0.041, 0.157, -0.034], [-0.046, -0.098, 0.115], [-0.036, -0.064, 0.064], [0.045, -0.161, 0.084], [0.044, 0.127, -0.172], [-0.038, -0.068, 0.227], [0.077, -0.043, -0.369], [-0.077, -0.083, 0.614], [0.040, 0.074, 0.073], [-0.015, 0.172, -0.340], [-0.028, -0.422, 0.134], [-0.058, 0.322, 0.259], [-0.081, 0.078, -0.493], [-0.028, -0.012, 0.047], [0.032, 0.063, -0.061], [-0.001, 0.046, 0.050], [0.016, 0.010, 0.007], [0.018, 0.000, -0.016], [-0.007, 0.019, -0.063], [-0.033, 0.005, -0.006], [-0.006, 0.016, 0.002], [0.010, -0.006, -0.002], [0.040, 0.001, 0.006], [0.051, 0.000, -0.017]]}

# 2
{"formula": "C23H22IN4O10STeY", "method": "the ωB97M-V functional and the def2-TZVPD basis", "de_lowest_ev": 1.527, "homo_ev": -1.76, "total_charge": -2, "multiplicity": 1, "orbital_gap_ev": 5.823, "mol_weight_g_mol": 889.92, "symbols": ["Y", "O", "C", "O", "C", "C", "C", "C", "C", "O", "C", "C", "O", "O", "H", "H", "H", "H", "H", "H", "H", "H", "O", "C", "C", "C", "C", "C", "C", "C", "N", "C", "C", "N", "H", "H", "H", "H", "H", "H", "H", "N", "C", "O", "C", "I", "H", "H", "H", "H", "O", "N", "O", "O", "Te", "C", "C", "C", "C", "S", "H", "H", "H"], "positions_angstrom": [[-0.6131, -0.5174, -0.4555], [-2.8907, 2.2114, 2.1999], [-1.9468, 1.4932, 1.8916], [-1.8561, 0.7668, 0.8413], [-0.6858, 1.5024, 2.7636], [0.4801, 2.1169, 1.9561], [1.5830, 2.6094, 2.8927], [2.1530, 1.2652, 3.4050], [1.3488, 0.2547, 2.5743], [1.1079, 0.9753, 1.3473], [-0.0650, 0.1149, 3.1573], [-0.7773, -1.1371, 2.6230], [-1.6290, -1.7037, 3.2737], [-0.2648, -1.5598, 1.4926], [-0.9133, 2.1011, 3.6454], [0.1707, 2.8209, 1.1863], [2.3305, 3.1599, 2.3196], [1.2047, 3.2562, 3.6853], [3.2217, 1.1743, 3.2110], [1.9869, 1.1186, 4.4735], [1.8497, -0.6828, 2.3530], [-0.0490, 0.0074, 4.2431], [-1.6589, 0.5173, -2.1269], [-1.9330, 1.6106, -2.7331], [-3.2443, 1.8846, -3.2023], [-3.5428, 3.0460, -3.8747], [-2.5606, 4.0094, -4.1274], [-1.2775, 3.7667, -3.6730], [-0.9405, 2.5966, -2.9900], [0.4238, 2.4106, -2.4815], [0.8465, 1.5771, -1.5478], [2.1897, 1.8325, -1.3735], [2.5913, 2.8188, -2.2117], [1.4589, 3.1832, -2.9139], [-4.0026, 1.1394, -2.9973], [-4.5632, 3.2187, -4.2013], [-2.7988, 4.9311, -4.6423], [-0.5259, 4.5343, -3.8333], [2.7580, 1.2662, -0.6566], [3.5508, 3.2691, -2.3934], [1.4089, 3.8324, -3.6755], [-2.6687, -2.1295, -3.0051], [-2.4351, -2.8381, -1.8101], [-2.1016, -2.0949, -0.7836], [-2.5481, -4.1900, -1.7747], [0.9363, -6.1296, -1.1334], [-2.2870, -1.1914, -2.9656], [-2.3512, -2.6389, -3.8155], [-2.8105, -4.7360, -2.6717], [-2.5029, -4.7210, -0.8369], [2.5131, -1.1000, -2.6317], [1.5809, -1.2144, -1.8777], [0.4084, -1.5324, -2.2684], [1.6754, -1.0462, -0.6122], [0.0894, -3.7568, 0.2791], [1.4408, -4.0819, 1.8924], [1.3701, -3.5506, 3.1536], [2.4300, -3.9790, 4.0019], [3.2869, -4.8325, 3.3718], [2.8018, -5.1075, 1.7585], [0.5623, -2.9175, 3.4860], [2.5287, -3.6790, 5.0368], [4.1546, -5.3254, 3.7820]], "forces_ev_per_a": [[-0.712, 1.179, -0.084], [0.033, 0.028, 0.122], [-0.020, -0.125, -0.180], [-0.117, 0.259, 0.241], [0.053, -0.058, 0.087], [-0.021, 0.000, -0.095], [0.027, 0.041, 0.021], [0.006, 0.011, 0.058], [-0.005, 0.000, -0.074], [-0.184, -0.051, 0.233], [-0.114, 0.151, 0.009], [0.399, -0.138, -0.285], [-0.046, 0.074, 0.115], [-0.164, -0.390, 0.478], [0.064, -0.015, 0.015], [0.008, -0.044, -0.039], [0.001, 0.016, 0.015], [-0.018, -0.012, -0.004], [-0.004, 0.004, -0.027], [0.031, -0.011, 0.001], [-0.019, -0.003, -0.020], [-0.004, 0.028, -0.001], [-0.257, 0.120, -0.208], [0.133, 0.021, -0.033], [0.004, 0.009, -0.039], [-0.041, 0.002, -0.019], [0.037, -0.084, 0.037], [-0.049, 0.056, -0.044], [0.160, 0.079, 0.154], [-0.211, 0.054, -0.122], [-0.141, -0.015, 0.125], [-0.066, -0.084, 0.103], [-0.030, 0.041, -0.076], [0.060, -0.055, 0.027], [0.007, -0.006, 0.013], [0.009, 0.009, -0.016], [-0.005, 0.003, -0.003], [0.001, 0.002, 0.025], [0.013, -0.009, -0.027], [0.000, 0.000, 0.009], [0.016, 0.010, 0.013], [-0.027, -0.061, -0.029], [0.139, -0.012, -0.071], [0.000, -0.093, 0.015], [-0.162, 0.012, 0.047], [-0.048, 0.339, 0.296], [0.040, -0.012, 0.018], [-0.035, 0.026, -0.024], [-0.015, -0.006, 0.011], [0.089, -0.008, -0.005], [0.253, -0.003, -0.033], [-0.703, -0.719, 0.531], [0.988, 0.188, -0.694], [0.721, 0.257, -0.754], [-0.257, -0.892, 0.315], [-0.024, 0.051, -0.138], [0.002, -0.090, 0.067], [-0.023, -0.033, -0.094], [0.008, 0.085, 0.193], [0.208, -0.114, -0.136], [-0.001, -0.027, -0.010], [0.009, 0.008, 0.001], [0.005, 0.008, -0.010]]}

# 3
{"formula": "C23H22N", "method": "the ωB97M-V functional and the def2-TZVPD basis", "de_lowest_ev": 2.637, "homo_ev": -11.17, "total_charge": 1, "multiplicity": 1, "orbital_gap_ev": 6.419, "mol_weight_g_mol": 312.44, "symbols": ["C", "C", "C", "C", "C", "C", "C", "C", "C", "C", "C", "C", "N", "C", "C", "H", "H", "H", "H", "H", "H", "H", "H", "H", "H", "H", "C", "C", "C", "C", "C", "C", "C", "C", "C", "H", "H", "H", "H", "H", "H", "H", "H", "H", "H", "H"], "positions_angstrom": [[3.9051, -2.9290, 0.0245], [2.8650, -1.9611, 0.1976], [1.5660, -2.4436, 0.2814], [1.2560, -3.8196, 0.2359], [2.2782, -4.7775, 0.1432], [3.5834, -4.2900, 0.0019], [-0.1750, -3.9457, 0.2849], [-0.7346, -2.6291, 0.3521], [-2.0940, -2.4317, 0.3358], [-2.9331, -3.5720, 0.2743], [-2.3685, -4.8543, 0.2524], [-0.9987, -5.0562, 0.2497], [0.3519, -1.7141, 0.3509], [0.3467, -0.3632, 0.2977], [-0.6312, 0.6004, 0.2158], [4.9251, -2.5722, -0.0767], [3.0637, -0.8938, 0.2721], [1.9894, -5.8244, 0.2026], [4.3884, -5.0031, -0.1231], [-2.4797, -1.3926, 0.3698], [-4.0048, -3.4543, 0.2465], [-3.0317, -5.7098, 0.2300], [-0.5195, -6.0282, 0.2343], [1.3517, 0.0504, 0.1732], [-0.3454, 1.2089, -0.7322], [-1.5392, 0.5111, 0.8875], [-2.5175, 2.6818, 0.6537], [-1.0043, 2.6828, 0.6532], [-0.3685, 2.7126, 2.0312], [-0.3938, 3.5381, -0.3921], [0.8916, 4.1407, -0.2463], [1.4884, 4.8349, -1.2822], [0.8133, 5.0664, -2.4847], [-0.4629, 4.5189, -2.6562], [-1.0908, 3.8254, -1.6247], [-2.9335, 3.5270, 0.0794], [-2.9448, 1.7794, 0.2000], [-2.8898, 2.7480, 1.6855], [0.4942, 3.3899, 2.1451], [-1.1164, 3.0186, 2.7755], [-0.0123, 1.7211, 2.3247], [1.4470, 4.0171, 0.6867], [2.4894, 5.2507, -1.1242], [1.2194, 5.7300, -3.2302], [-1.0182, 4.6711, -3.5950], [-2.1054, 3.4403, -1.7811]], "forces_ev_per_a": [[-1.629, 0.901, 0.247], [0.504, -0.978, -0.061], [0.692, -0.941, -0.248], [1.240, 0.159, 0.098], [-0.522, 1.317, 0.066], [0.144, -0.364, 0.063], [-1.023, 0.938, 0.156], [0.587, -1.634, -0.145], [-0.850, 0.598, 0.058], [1.197, 0.342, 0.054], [-0.653, 0.175, -0.032], [0.537, 0.446, 0.099], [-0.566, 2.167, 0.614], [1.738, -0.842, -0.356], [-1.725, 1.001, 0.115], [-0.129, -0.241, 0.028], [0.270, -0.330, -0.092], [0.492, 0.110, -0.218], [0.021, 0.013, 0.054], [-0.001, -1.029, -0.055], [-0.047, 0.041, 0.037], [0.008, 0.021, -0.015], [-0.388, -0.109, -0.064], [-0.043, -0.446, -0.437], [-1.449, -0.954, 1.527], [0.585, -0.426, -2.267], [-0.381, -0.294, -0.115], [0.769, 1.345, 0.419], [0.388, -0.065, 0.838], [0.251, 0.954, -1.240], [-0.543, -1.147, 0.153], [0.174, 0.625, -0.173], [-0.479, -0.389, 0.691], [-0.471, 0.230, -0.032], [0.767, -0.829, 0.751], [0.356, -0.332, 0.384], [0.052, 0.112, 0.036], [0.103, -0.148, -0.362], [-0.536, -0.285, -0.250], [0.203, -0.023, -0.215], [-0.170, 0.393, 0.121], [-0.145, 0.034, -0.472], [-0.449, -0.091, -0.097], [0.238, -0.182, -0.210], [0.368, 0.023, 0.554], [0.515, 0.137, -0.007]]}

# 4
{"formula": "C23H22N2O5S", "method": "the ωB97M-V functional and the def2-TZVPD basis", "de_lowest_ev": 1.030, "smiles": "COc1ccc(NC(=O)c2c(NC(=O)CCC(=O)O)sc(-c3ccccc3)c2C)cc1", "homo_ev": -7.56, "total_charge": 0, "multiplicity": 1, "orbital_gap_ev": 8.204, "mol_weight_g_mol": 438.50, "symbols": ["C", "H", "H", "O", "C", "C", "C", "C", "C", "C", "H", "H", "N", "C", "O", "C", "C", "N", "C", "O", "C", "H", "H", "C", "C", "O", "O", "H", "H", "H", "H", "S", "C", "C", "C", "H", "H", "H", "C", "C", "C", "C", "C", "C", "H", "H", "H", "H", "H", "H", "H", "H", "H"], "positions_angstrom": [[-0.4092, 1.1533, 7.9170], [-0.5020, 2.1896, 7.5755], [-0.8681, 1.0571, 8.8998], [-1.1113, 0.2680, 7.0806], [-0.7477, 0.1855, 5.7690], [0.2827, 0.9081, 5.1787], [0.5603, 0.7409, 3.8339], [-0.1770, -0.1413, 3.0522], [-1.2071, -0.8685, 3.6455], [-1.4844, -0.7027, 4.9842], [-2.2801, -1.2592, 5.4530], [-1.7865, -1.5541, 3.0512], [0.1731, -0.2715, 1.7040], [-0.4770, -0.9390, 0.7108], [-1.5622, -1.4884, 0.8542], [0.1835, -0.8587, -0.6064], [-0.6177, -0.7209, -1.7224], [-1.9876, -0.7764, -1.7272], [-2.7044, -0.5040, -2.8426], [-2.1592, -0.2343, -3.8966], [-4.2104, -0.5748, -2.6804], [-4.4724, -0.6677, -1.6270], [-4.5752, -1.4499, -3.2212], [-4.8274, 0.6873, -3.2793], [-4.3400, 1.9135, -2.5488], [-3.5307, 1.9204, -1.6607], [-4.9184, 3.0277, -3.0092], [-4.5759, 3.8069, -2.5434], [-4.5218, 0.7876, -4.3236], [-5.9172, 0.6638, -3.2455], [-2.4028, -1.0057, -0.8246], [0.2669, -0.4194, -3.1586], [1.7717, -0.6001, -2.2786], [1.5715, -0.8338, -0.9419], [2.6845, -1.1296, 0.0185], [3.0273, -2.1541, -0.1276], [2.3708, -1.0511, 1.0543], [3.5283, -0.4641, -0.1565], [3.0131, -0.4492, -3.0252], [4.1320, -1.2499, -2.7972], [5.2889, -1.0681, -3.5326], [5.3531, -0.0909, -4.5106], [4.2416, 0.6975, -4.7609], [3.0846, 0.5190, -4.0294], [2.2194, 1.1351, -4.2257], [4.2781, 1.4549, -5.5302], [6.2597, 0.0496, -5.0803], [6.1449, -1.6999, -3.3436], [4.0901, -2.0404, -2.0661], [0.9537, 0.3025, 1.4177], [1.3653, 1.3090, 3.3875], [0.8777, 1.6032, 5.7496], [0.6509, 0.8872, 7.9866]], "forces_ev_per_a": [[0.104, 0.126, 0.113], [0.017, -0.037, 0.005], [0.070, 0.046, -0.049], [-0.138, -0.178, -0.201], [-0.040, -0.077, -0.139], [-0.086, 0.018, 0.337], [-0.147, -0.183, -0.232], [-0.073, 0.076, 0.428], [-0.052, -0.069, -0.062], [0.170, 0.214, 0.258], [-0.103, -0.077, 0.047], [-0.023, -0.012, -0.002], [0.236, 0.114, -0.186], [0.319, 0.247, -0.139], [-0.207, -0.106, 0.208], [-0.411, -0.138, -0.456], [0.352, 0.117, -0.060], [-0.063, -0.130, 0.278], [-0.390, -0.203, 0.300], [-0.311, 0.086, -0.235], [0.054, 0.310, -0.174], [-0.029, -0.056, -0.023], [0.034, -0.004, 0.043], [0.139, -0.099, 0.096], [0.014, 0.010, 0.096], [0.080, -0.054, 0.118], [-0.360, 0.388, -0.360], [0.109, -0.288, 0.084], [-0.088, 0.007, 0.030], [0.023, 0.020, -0.043], [-0.026, 0.040, -0.280], [0.682, -0.249, 0.475], [-0.732, 0.001, 0.319], [0.190, 0.094, -0.348], [0.029, -0.002, -0.046], [0.077, -0.025, 0.084], [0.072, -0.019, 0.046], [0.100, -0.012, 0.047], [0.281, 0.064, -0.216], [-0.107, 0.012, -0.007], [0.122, -0.006, -0.001], [0.060, 0.009, -0.044], [0.059, 0.026, -0.101], [0.018, -0.039, 0.057], [-0.032, 0.113, -0.014], [0.000, 0.063, -0.054], [0.067, 0.010, -0.044], [0.059, -0.048, 0.011], [-0.018, -0.066, 0.088], [-0.172, -0.163, -0.066], [0.076, 0.059, -0.046], [0.029, 0.049, 0.075], [-0.034, 0.021, -0.013]]}